w.
This record from the Open Molecules 2025 dataset describes a 3-piece molecular cluster, C2H13N2O2 overall. The level of theory is ωB97M-V with the def2-TZVPD basis set.

Net charge: +1
LUMO energy (eV): -3.093
Highest occupied orbital energy (eV): -13.86
HOMO-LUMO gap (eV): 10.8

Positions of all 19 atoms, in Å:
N -0.077 0.404 0.315
C 0.817 0.191 -0.873
C 0.057 -0.368 -2.092
N -1.309 0.194 -2.088
H -0.117 -0.431 0.900
H 0.304 1.250 0.843
H -1.024 0.716 0.097
H 1.534 0.972 -1.123
H 1.543 -0.604 -0.618
H 0.586 -0.186 -3.047
H 0.033 -1.466 -2.013
H -1.341 0.956 -2.756
H -1.886 -0.550 -2.466
H 1.247 2.516 2.467
H 1.368 1.194 3.152
O 0.896 1.617 2.400
H -0.358 -1.689 2.676
H -1.258 -2.810 2.242
O -1.016 -1.907 1.984

Here are the natural (NBO) charges for atoms 1 to 2, given in e:
1 N -0.71
2 C -0.26


x.
This record from the Open Molecules 2025 dataset describes a 3-piece molecular cluster, C2H13N2O2 overall. The level of theory is ωB97M-V with the def2-TZVPD basis set.

Net charge: +1
LUMO energy (eV): -3.019
Highest occupied orbital energy (eV): -13.72
HOMO-LUMO gap (eV): 10.7

Positions of all 19 atoms, in Å:
N -0.900 0.583 0.603
C -0.932 1.625 -0.507
C 0.058 1.196 -1.575
N -0.423 -0.025 -2.209
H -0.742 -0.273 0.039
H -0.074 0.726 1.196
H -1.767 0.450 1.128
H -1.947 1.600 -0.911
H -0.806 2.622 -0.084
H 0.181 1.986 -2.314
H 1.023 1.037 -1.099
H -0.580 0.086 -3.199
H 0.199 -0.809 -2.068
H 0.664 -2.687 1.536
H -0.084 -3.620 0.675
O -0.148 -2.713 1.004
H 2.228 0.777 2.398
H 2.208 -0.744 2.509
O 1.886 -0.021 1.960

Here are the natural (NBO) charges for atoms 1 to 2, given in e:
1 N -0.70
2 C -0.23


Which is the most stable structure? x is the most stable.


w.
This record from the Open Molecules 2025 dataset describes an isolated ion of composition C2H9N4O and charge +1. The level of theory is ωB97M-V with the def2-TZVPD basis set.

SMILES string: NCN/C(N)=[NH+]\O
Net charge: +1
LUMO energy (eV): -4.265
Highest occupied orbital energy (eV): -13.32
HOMO-LUMO gap (eV): 9.1

Positions of all 16 atoms, in Å:
N 2.023 -0.769 -0.268
C 1.499 0.321 0.532
N 0.193 -0.102 1.090
C -0.877 -0.307 0.243
N -1.540 -1.494 0.277
N -1.308 0.633 -0.561
O -0.850 1.914 -0.412
H 2.873 -0.488 -0.745
H 1.377 -1.023 -1.010
H 1.431 1.283 0.010
H 2.138 0.455 1.406
H -0.070 0.429 1.914
H -2.529 -1.464 0.057
H -1.096 -2.297 -0.153
H -2.055 0.477 -1.230
H -1.210 2.431 -1.148

Here are the natural (NBO) charges for atoms 1 to 2, given in e:
1 N -0.82
2 C -0.05


x.
This record from the Open Molecules 2025 dataset describes a 2-piece molecular cluster, C2H9N4O overall. The level of theory is ωB97M-V with the def2-TZVPD basis set.

Net charge: +1
LUMO energy (eV): -2.916
Highest occupied orbital energy (eV): -13.53
HOMO-LUMO gap (eV): 10.6

Positions of all 16 atoms, in Å:
C 0.067 0.154 1.174
C 0.609 2.440 0.912
N 0.665 1.198 1.616
N 0.017 -2.441 -2.262
N -0.477 -0.723 0.657
N -0.933 -1.784 0.066
O -0.572 3.151 1.388
H 0.458 2.127 -0.233
H -0.724 -2.064 -1.022
H 1.596 2.853 1.140
H 0.980 1.087 2.480
H -0.754 3.898 0.803
H 0.182 -3.444 -2.087
H -0.291 -2.124 -3.123
H 0.875 -2.077 -2.032
H -1.699 -2.251 0.521

Here are the natural (NBO) charges for atoms 1 to 2, given in e:
1 C 0.61
2 C 0.09


Which is the most stable structure? w is the most stable.


w.
This record from the Open Molecules 2025 dataset describes a 3-piece molecular cluster, CH9NO3 overall. The level of theory is ωB97M-V with the def2-TZVPD basis set.

SMILES string: NCO.O.O
Net charge: 0
LUMO energy (eV): 0.669
Highest occupied orbital energy (eV): -9.54
HOMO-LUMO gap (eV): 10.2

Positions of all 14 atoms, in Å:
N 1.101 0.756 -0.946
C 1.509 -0.183 0.071
O 2.216 -1.253 -0.468
H 1.086 1.731 -0.711
H 1.554 0.677 -1.851
H 2.152 0.275 0.843
H 0.630 -0.554 0.613
H 1.972 -1.418 -1.385
O -2.051 0.781 -0.495
H -1.228 0.923 -0.990
H -2.273 1.688 -0.245
O -1.914 -1.203 2.041
H -2.094 -0.419 1.513
H -2.662 -1.801 2.009

Here are the natural (NBO) charges for atoms 1 to 2, given in e:
1 N -0.91
2 C 0.11


x.
This record from the Open Molecules 2025 dataset describes a 3-piece molecular cluster, CH9NO3 overall. The level of theory is ωB97M-V with the def2-TZVPD basis set.

SMILES string: NCO.O.O
Net charge: 0
LUMO energy (eV): 0.630
Highest occupied orbital energy (eV): -8.95
HOMO-LUMO gap (eV): 9.6

Positions of all 14 atoms, in Å:
N 1.364 -1.282 -0.380
C 1.177 -0.735 0.955
O 0.010 -1.147 1.601
H 2.247 -1.756 -0.518
H 0.596 -1.706 -0.860
H 2.081 -0.872 1.567
H 1.188 0.340 0.789
H -0.152 -2.039 1.311
O -0.454 2.570 -0.085
H -0.547 3.110 -0.882
H -1.040 2.024 0.434
O -2.040 0.334 -1.635
H -1.681 1.127 -1.202
H -2.750 0.032 -1.095

Here are the natural (NBO) charges for atoms 1 to 2, given in e:
1 N -0.89
2 C 0.09


Which is the most stable structure? w is the most stable.


w.
This record from the Open Molecules 2025 dataset describes a 2-piece molecular cluster, C6H14O3 overall. The level of theory is ωB97M-V with the def2-TZVPD basis set.

SMILES string: COC(C)=O.CCCO
Net charge: 0
LUMO energy (eV): 0.786
Highest occupied orbital energy (eV): -9.09
HOMO-LUMO gap (eV): 9.9

Positions of all 23 atoms, in Å:
C -2.248 0.887 0.895
O -1.664 0.192 -0.212
C -1.044 -0.972 0.036
C -0.929 -1.815 -1.201
O -0.866 -1.399 1.182
H -3.164 0.384 1.193
H -1.573 0.913 1.753
H -2.456 1.892 0.544
H -0.705 -1.198 -2.066
H -0.178 -2.588 -1.061
H -1.894 -2.290 -1.374
C 1.583 0.721 -1.467
C 1.700 -0.041 -0.159
C 1.215 0.939 1.147
O 0.849 0.242 2.254
H 2.073 1.691 -1.392
H 2.055 0.172 -2.282
H 0.542 0.911 -1.729
H 2.750 -0.173 0.108
H 1.365 -1.073 -0.227
H 2.074 1.579 1.366
H 0.392 1.530 0.718
H 0.122 -0.504 1.971

Here are the natural (NBO) charges for atoms 1 to 2, given in e:
1 C -0.27
2 O -0.51


x.
This record from the Open Molecules 2025 dataset describes C6H14O3 in the gas phase. The level of theory is ωB97M-V with the def2-TZVPD basis set.

SMILES string: CC(C)[C@@H](O)CC(O)O
Net charge: 0
LUMO energy (eV): 0.694
Highest occupied orbital energy (eV): -9.50
HOMO-LUMO gap (eV): 10.2

Positions of all 23 atoms, in Å:
C 1.501 -1.629 -0.054
C 1.101 -0.689 1.069
C 0.309 -1.383 2.162
C 0.388 0.813 0.456
O 1.330 1.403 -0.366
C -0.885 0.345 -0.103
C -1.107 1.003 -1.691
O -1.231 2.397 -1.525
O -2.243 0.460 -2.297
H 2.150 -2.424 0.321
H 2.054 -1.094 -0.824
H 0.628 -2.092 -0.513
H 2.009 -0.265 1.509
H 0.904 -2.172 2.627
H -0.587 -1.859 1.762
H 0.006 -0.683 2.940
H 0.216 1.430 1.349
H 1.018 2.284 -0.611
H -1.726 0.778 0.437
H -1.093 -0.712 -0.231
H -0.274 0.745 -2.356
H -1.478 2.796 -2.370
H -2.990 0.548 -1.691

Here are the natural (NBO) charges for atoms 1 to 2, given in e:
1 C -0.63
2 C -0.19


Which is the most stable structure? w is the most stable.


w.
This record from the Open Molecules 2025 dataset describes a 2-piece molecular cluster, C3H9NO overall. The level of theory is ωB97M-V with the def2-TZVPD basis set.

Multiplicity: 2
Net charge: -1
LUMO energy (alpha / beta) (eV): 3.870 / 3.756
Highest occupied orbital energy (alpha / beta) (eV): 0.63 / -4.53
HOMO-LUMO gap (alpha / beta) (eV): 3.2 / 8.3

Positions of all 14 atoms, in Å:
C 0.187 0.676 -1.544
C 1.023 0.054 -0.305
C 2.362 0.198 -0.073
N 0.218 -0.490 0.668
H -0.470 1.408 -0.997
H -0.281 -0.176 -2.041
H 0.730 1.097 -2.369
H 2.769 -0.031 0.901
H 2.978 0.884 -0.672
H -0.805 -0.315 0.654
H 0.545 -1.352 1.134
H -3.468 -1.146 0.613
H -2.969 -0.230 1.887
O -2.748 -0.285 0.968

Here are the natural (NBO) charges for atoms 1 to 2, given in e:
1 C -0.68
2 C 0.24


x.
This record from the Open Molecules 2025 dataset describes a 2-piece molecular cluster, C3H9NO overall. The level of theory is ωB97M-V with the def2-TZVPD basis set.

Multiplicity: 2
Net charge: -1
LUMO energy (alpha / beta) (eV): 4.039 / 3.885
Highest occupied orbital energy (alpha / beta) (eV): 1.23 / -3.81
HOMO-LUMO gap (alpha / beta) (eV): 2.8 / 7.7

Positions of all 14 atoms, in Å:
C 1.480 -0.764 2.177
C 0.119 -0.568 2.421
H 1.944 -0.605 1.213
H 2.049 -1.316 2.897
H -0.383 0.230 1.912
H -0.343 -0.901 3.341
N -0.113 -0.061 -2.510
C -1.094 0.632 -1.646
O -0.480 1.114 -0.480
H -0.315 0.182 -3.483
H 0.794 0.362 -2.319
H -1.870 -0.097 -1.398
H -1.584 1.487 -2.119
H -0.204 0.304 -0.005

Here are the natural (NBO) charges for atoms 1 to 2, given in e:
1 C -0.69
2 C -0.76


Which is the most stable structure? w is the most stable.


w.
This record from the Open Molecules 2025 dataset describes C3H6ClN in the gas phase. The level of theory is ωB97M-V with the def2-TZVPD basis set.

SMILES string: C=N[C@@H](C)Cl
Net charge: 0
LUMO energy (eV): 1.000
Highest occupied orbital energy (eV): -10.17
HOMO-LUMO gap (eV): 11.2

Positions of all 11 atoms, in Å:
C 0.890 -0.522 1.611
N 0.686 -0.584 0.377
C -0.577 -0.201 -0.091
C -0.245 0.736 -1.274
Cl -1.453 -1.560 -0.746
H 1.793 -0.770 1.928
H 0.180 -0.178 2.489
H -1.025 0.276 0.776
H 0.627 0.255 -1.891
H -0.915 0.858 -2.078
H 0.039 1.691 -1.100

Here are the natural (NBO) charges for atoms 1 to 2, given in e:
1 C -0.01
2 N -0.40


x.
This record from the Open Molecules 2025 dataset describes C3H6ClN in the gas phase. The level of theory is ωB97M-V with the def2-TZVPD basis set.

SMILES string: NC1(Cl)CC1
Net charge: 0
LUMO energy (eV): 1.102
Highest occupied orbital energy (eV): -9.51
HOMO-LUMO gap (eV): 10.6

Positions of all 11 atoms, in Å:
N -0.109 -1.502 -0.084
C -0.513 -0.183 0.023
Cl -2.260 0.185 -0.003
C 0.443 0.792 -0.698
C 0.366 0.736 0.806
H -0.131 -1.939 0.817
H -0.185 -2.143 -0.863
H 0.009 1.665 -1.089
H 1.189 0.191 -1.199
H 1.332 0.587 1.207
H -0.142 1.611 1.085

Here are the natural (NBO) charges for atoms 1 to 2, given in e:
1 N -0.85
2 C 0.12


Which is the most stable structure? x is the most stable.